[1]
The following is a DFT calculation (ωB97M-V/def2-TZVPD) of a 2-piece molecular cluster, C4H13N3O overall at a distorted geometry.

Last column: Mulliken charge in e.
Atoms and positions in Å:
C -1.092095 0.230603 1.316124  -0.5328
C -0.653568 -1.025444 0.543474  -0.5572
C 0.852919 -1.028055 0.176056  -0.5711
N -0.213657 -0.292218 -2.527581  -0.4044
C 0.732150 -1.271437 -2.224873  0.0560
N 1.237022 -1.541036 -1.109882  -0.5975
N -0.208477 0.656050 2.381265  -0.5433
H -2.053925 -0.006503 1.782698  0.3866
H -1.307876 1.042632 0.616351  0.1745
H -0.845921 -1.882211 1.184583  0.3083
H -1.268164 -1.183574 -0.336374  0.4730
H 1.350953 -1.591530 0.943758  0.2857
H 1.243199 0.003112 0.195905  0.2780
H -0.717288 -0.400274 -3.396149  0.2425
H -0.789204 0.105852 -1.802406  0.1946
H 1.076935 -1.725181 -3.137572  0.3421
H 0.764069 0.625217 2.119195  0.2149
H -0.312746 0.152514 3.261846  0.2480
H 0.833950 2.673511 0.708856  0.3114
H 0.932918 3.584275 -0.553156  0.2907
O 0.438806 2.873696 -0.142116  -0.5999

Cartesian forces, eV/Å:
-0.692 -0.683 -0.134
0.379 -0.007 0.277
-0.676 1.149 -0.644
-0.305 -0.107 -0.094
-0.952 1.395 0.246
0.580 -1.558 0.007
0.209 0.374 0.471
0.002 0.149 -0.065
0.357 0.173 0.116
0.022 -0.236 0.045
-0.183 0.087 -0.127
0.531 -0.190 0.186
-0.094 -0.021 0.251
0.200 -0.014 0.056
0.247 0.005 0.101
0.430 -0.467 -0.170
0.114 -0.087 -0.025
-0.094 0.057 -0.536
0.104 0.220 0.115
0.222 0.059 0.159
-0.402 -0.296 -0.235

DFT total energy = -10875.9706 eV
multiplicity = 1
total charge = 0
SMILES string = N/C=N\CCCN.O
lowest unoccupied orbital energy = 0.825 eV

=====

[2]
The following is a DFT calculation (ωB97M-V/def2-TZVPD) of a 2-piece molecular cluster, C4H13N3O overall at a distorted geometry.

Last column: Mulliken charge in e.
Atoms and positions in Å:
C -1.089810 -0.782542 -0.445272  0.1031
C -0.245263 -1.399985 0.369410  0.3725
C -1.726683 1.539362 -0.101205  -0.8191
C 2.253340 -0.040697 -0.683904  -1.1736
N -2.407808 -1.164519 -0.405573  -0.4100
N -0.857798 0.572075 -0.889054  0.2564
N 1.859868 -0.533464 0.677007  -0.4275
O 0.160747 -2.559343 0.685504  -0.3351
H -2.594446 1.838874 -0.759733  0.3990
H -2.134669 1.133902 0.811347  0.3737
H -1.130754 2.437970 0.096742  0.3757
H 3.364908 0.206065 -0.642726  0.3881
H 1.978078 -0.824401 -1.456490  0.3816
H 1.769221 0.818055 -0.860561  0.5748
H -2.703058 -2.135864 -0.642877  0.3065
H -3.113057 -0.461533 -0.799859  0.2535
H 0.103763 0.743425 -0.734925  -0.0146
H -1.069328 0.601909 -1.879430  0.4014
H 2.241746 -1.399222 0.782793  0.3089
H 2.128197 0.214215 1.305191  0.2436
H 0.446429 -2.628268 1.604369  0.4413

Cartesian forces, eV/Å:
-1.706 -0.541 0.850
2.947 -0.412 1.089
-1.074 1.858 -1.248
2.971 -3.842 0.602
-1.880 0.377 -2.035
-1.345 -0.934 0.959
-2.969 3.310 -2.845
-0.988 0.321 -0.949
1.013 -0.277 0.686
0.357 -0.487 0.189
-0.178 -0.277 -0.052
-1.373 -0.478 -0.619
0.697 0.994 0.817
-1.548 3.374 -0.836
0.654 0.963 0.354
1.364 -1.466 0.899
1.406 0.669 -0.030
0.066 0.341 -0.575
1.670 -2.661 1.140
-0.006 -0.624 0.828
-0.079 -0.208 0.774

DFT total energy = -10855.1138 eV
multiplicity = 1
total charge = +2
lowest unoccupied orbital energy = -9.419 eV

=====

For reference, energy relative to the best compared isomer or geometry (same formula, charge and spin) by record: 1.707 4.495 eV.